[1]
Here is a molecular structure, C20H34Br9F6N3O7 from OMol25. Energies are from ωB97M-V with the def2-TZVPD basis set.

Values from the calculation:
Energy ... -25238.7078 hartree
Energy above the lowest of the compared OMol25 structures with the same formula, charge and spin ... 149.1 kJ/mol
Charge ... 0
Orbital gap ... 8.54 eV
Molecular weight ... 1261.63 g/mol

Positions of all 79 atoms, in Å:
1 C 3.19596 -15.35202 17.91401
2 C 2.65317 -14.07720 18.49461
3 O 2.93190 -13.80729 19.66233
4 N 1.74869 -13.32146 17.82731
5 C 1.47241 -13.48365 16.40664
6 H 4.02975 -15.74554 18.48607
7 H 3.53326 -15.26348 16.87837
8 H 2.39208 -16.09377 17.90696
9 H 1.45720 -12.50089 18.33058
10 H 0.48572 -13.06924 16.20039
11 H 1.40593 -14.53073 16.11658
12 H 2.20390 -12.98612 15.76798
13 C 6.53294 -14.25267 17.58600
14 C 7.29884 -13.54600 16.50649
15 O 7.74735 -12.42308 16.64380
16 N 7.43783 -14.21734 15.32734
17 C 7.88657 -13.55571 14.13088
18 H 6.04554 -15.21285 17.42529
19 H 5.83287 -13.52055 17.99145
20 H 7.21273 -14.46241 18.41938
21 H 7.07990 -15.14238 15.16675
22 H 7.40527 -13.88657 13.20621
23 H 8.93428 -13.75431 13.86742
24 H 7.84164 -12.47052 14.17727
25 C 4.16767 -13.25924 14.67072
26 C 3.28168 -14.49630 14.68387
27 O 3.68446 -15.52429 15.20919
28 N 2.09937 -14.38048 14.03692
29 C 1.18165 -15.48419 13.83783
30 H 5.17922 -13.49987 14.35382
31 H 4.24451 -12.74777 15.62962
32 H 3.81851 -12.52127 13.94115
33 H 2.02574 -13.58222 13.43296
34 H 1.00108 -15.49157 12.75635
35 H 0.19927 -15.30023 14.27637
36 H 1.48912 -16.49435 14.08354
37 C 11.79200 -23.56167 16.05328
38 C 10.85418 -23.15769 14.94340
39 O 9.57842 -22.77192 15.42379
40 C 8.46370 -23.25298 14.94361
41 O 8.29750 -24.00196 14.02454
42 C 7.19540 -22.67702 15.61789
43 F 7.49633 -21.76295 16.57192
44 F 6.44178 -22.04164 14.71020
45 F 6.47491 -23.63646 16.18823
46 H 12.81705 -23.78998 15.77506
47 H 11.46348 -24.60168 16.24552
48 H 11.65806 -23.01928 16.98269
49 H 10.78506 -23.84776 14.10620
50 H 11.32758 -22.22950 14.58704
51 C 5.27826 -18.91001 15.91248
52 C 4.28430 -18.27254 16.84881
53 O 4.26435 -18.81839 18.17394
54 C 3.41023 -19.79556 18.38131
55 O 2.92573 -20.46552 17.52193
56 C 3.09256 -19.99867 19.86601
57 F 4.10686 -19.62640 20.64900
58 F 1.95640 -19.42384 20.24073
59 F 2.93612 -21.34116 20.04972
60 H 5.53647 -18.25811 15.08243
61 H 4.95192 -19.84875 15.45460
62 H 6.18854 -19.23112 16.42880
63 H 3.33999 -18.25531 16.30270
64 H 4.53211 -17.21562 16.92859
65 C 1.59435 -23.23994 15.81869
66 Br 0.48913 -24.00848 17.26120
67 Br 0.39282 -22.71570 14.41764
68 Br 2.82753 -24.61790 15.06204
69 H 2.28670 -22.47742 16.14840
70 C 8.39062 -18.84645 13.22362
71 Br 10.26399 -19.28124 12.94910
72 Br 7.25917 -18.84688 11.62670
73 Br 8.12334 -17.29371 14.41824
74 H 8.15417 -19.69420 13.85110
75 C 5.42165 -16.80620 22.08695
76 Br 5.59419 -14.90397 21.58643
77 Br 4.46565 -16.93650 23.79686
78 Br 7.02370 -17.79504 21.94924
79 H 4.74749 -17.18905 21.33459



[2]
Here is a molecular structure, C22H19Br2Cl3CuN2O4S from OMol25. Energies are from ωB97M-V with the def2-TZVPD basis set.

Values from the calculation:
Energy ... -9827.5234 hartree
Energy above the lowest of the compared OMol25 structures with the same formula, charge and spin ... 32.6 kJ/mol
Charge ... 0
Orbital gap (alpha / beta) ... 8.24 / 6.08 eV
Molecular weight ... 737.18 g/mol
Spin multiplicity ... 2

Positions of all 54 atoms, in Å:
1 Cu 0.20786 0.02163 0.03750
2 C -2.59556 -1.31255 1.01172
3 O -1.50225 -0.55459 1.48295
4 C -1.11494 -0.68574 2.78726
5 C -1.64593 -1.57700 3.70090
6 C -1.12856 -1.60244 4.99135
7 Br -1.91460 -2.78679 6.25443
8 C -0.07585 -0.80366 5.37552
9 C 0.47357 0.09126 4.45566
10 C -0.07907 0.18083 3.17984
11 O 0.30925 1.08559 2.24443
12 C 1.58905 0.94380 4.84859
13 N 1.68108 1.54495 6.00094
14 C 2.84076 2.27172 5.95647
15 C 3.41297 3.11687 6.90292
16 C 4.60403 3.72612 6.57482
17 C 5.23062 3.50516 5.34451
18 C 4.67720 2.68133 4.38625
19 C 3.47460 2.07290 4.70694
20 N 2.64154 1.23721 4.00426
21 H -3.50514 -1.06327 1.56694
22 H -2.39642 -2.38708 1.07164
23 H -2.71343 -1.02550 -0.03239
24 H -2.45083 -2.24052 3.43158
25 H 0.33518 -0.84560 6.37049
26 H 1.03930 1.64507 2.55992
27 H 2.92789 3.28521 7.85044
28 H 5.07059 4.39447 7.28526
29 H 6.16921 3.99988 5.14188
30 H 5.15259 2.51638 3.43206
31 H 2.87349 0.80304 3.12132
32 Cl -2.48287 5.62642 -3.55154
33 C -2.00475 4.09839 -2.92748
34 C -2.18316 3.82651 -1.57867
35 C -1.79681 2.60139 -1.07817
36 Cl -2.03539 2.25001 0.58820
37 C -1.21114 1.59016 -1.88452
38 O -0.88352 0.42646 -1.44526
39 C -1.07035 1.92953 -3.25536
40 Cl -0.44961 0.72315 -4.30592
41 C -1.45686 3.14545 -3.77557
42 H -2.63001 4.55987 -0.92705
43 H -1.33862 3.34270 -4.82958
44 Br 2.35057 0.76846 0.07311
45 C 1.10722 -2.37231 -3.10990
46 S -0.39371 -2.16554 -2.07543
47 C -0.82540 -3.95707 -2.07292
48 O 0.11769 -1.97038 -0.67977
49 H 1.80885 -3.03095 -2.60815
50 H 1.54923 -1.39443 -3.26457
51 H 0.79527 -2.78303 -4.06474
52 H -0.94836 -4.28427 -3.09819
53 H -1.75771 -4.08610 -1.53480
54 H -0.03840 -4.51802 -1.57830



[3]
Here is 2 unconnected molecules or ions with the total composition C6H5O3 from OMol25. Energies are from ωB97M-V with the def2-TZVPD basis set.

Values from the calculation:
Energy ... -457.2070 hartree
Energy above the lowest of the compared OMol25 structures with the same formula, charge and spin ... 514.5 kJ/mol
Charge ... -1
Orbital gap ... 5.88 eV
Molecular weight ... 125.10 g/mol

Positions of all 14 atoms, in Å:
1 C -0.48286 0.21798 -1.66248
2 C -0.72771 1.54999 -1.34118
3 C -0.24788 -3.16489 1.11988
4 C 0.06132 2.16075 -0.25168
5 C 0.61460 0.04109 0.56428
6 C -0.34669 -0.48277 -0.47645
7 O 0.07921 -4.11859 0.55254
8 O -0.62416 -2.36862 1.85047
9 O 1.06951 1.37970 0.48004
10 H -0.88095 -0.15906 -2.65005
11 H 0.57684 3.00126 -0.81084
12 H -0.69840 2.65575 0.49754
13 H 0.15698 -0.17223 1.57671
14 H 1.45019 -0.54039 0.55124



[4]
Here is C5H8O2 in the gas phase from OMol25. Energies are from ωB97M-V with the def2-TZVPD basis set.

Values from the calculation:
Energy ... -345.7012 hartree
Energy above the lowest of the compared OMol25 structures with the same formula, charge and spin ... 272.4 kJ/mol
Charge ... 0
Orbital gap ... 10.16 eV
Molecular weight ... 100.12 g/mol

Positions of all 15 atoms, in Å:
1 C 0.81960 -1.57435 0.71886
2 C 0.30992 -1.07986 -0.41430
3 C 0.13572 0.37837 -0.70626
4 O 0.54005 0.81194 -1.96847
5 C 0.05111 1.37202 0.43415
6 C -1.19508 0.71123 -0.08463
7 O -1.71439 -0.36797 0.64033
8 H 0.74719 -2.62548 0.97424
9 H 1.36438 -0.92531 1.39802
10 H -0.24923 -1.71260 -1.10534
11 H 1.47867 1.03764 -1.88582
12 H 0.18724 2.40889 0.13640
13 H 0.40490 1.12764 1.43274
14 H -1.95411 1.30491 -0.59523
15 H -0.92597 -0.86706 1.02533



[5]
Here is 4 unconnected molecules or ions with the total composition C29H48FN3O12S from OMol25. Energies are from ωB97M-V with the def2-TZVPD basis set.

Values from the calculation:
Energy ... -2698.8332 hartree
Charge ... 0
Orbital gap ... 9.21 eV
Molecular weight ... 681.78 g/mol

Positions of all 94 atoms, in Å:
1 C 5.52360 -1.16623 1.85325
2 C 4.23833 -1.96961 1.30835
3 C 3.78280 -1.49345 -0.16520
4 C 2.29178 -0.85791 0.02557
5 N 1.87519 -0.31397 -1.29758
6 C 2.23695 1.11743 -1.48910
7 C 1.52445 2.14760 -0.48716
8 C 0.81669 3.39425 -1.21072
9 F -0.53443 3.13997 -1.60350
10 C 0.49477 -0.59595 -1.62301
11 O -0.32100 0.23140 -2.10638
12 O -0.00945 -1.93412 -1.44660
13 C -1.17976 -1.89336 -0.57297
14 C -2.48561 -2.02410 -1.50689
15 C -3.71346 -2.42318 -0.51709
16 C -5.12960 -1.97375 -1.11823
17 C -6.31117 -3.06263 -0.88481
18 C -7.22114 -2.64335 0.38802
19 C -8.57471 -1.92371 -0.14917
20 S -8.20865 -0.10902 -0.46731
21 C -9.80887 0.72482 0.01052
22 N -10.90337 1.11008 -0.84574
23 N -11.79357 1.62771 0.06243
24 C -11.36282 1.60093 1.40923
25 O -10.05311 1.02702 1.39714
26 H 6.33890 -1.91829 2.11504
27 H 5.88792 -0.47894 1.01139
28 H 5.23965 -0.61110 2.80546
29 H 3.38185 -1.74136 2.04666
30 H 4.35477 -3.10663 1.32411
31 H 4.43912 -0.68021 -0.61406
32 H 3.63825 -2.39325 -0.84469
33 H 2.39596 -0.08449 0.85530
34 H 1.64672 -1.70447 0.42276
35 H 1.96178 1.37969 -2.57731
36 H 3.38341 1.17224 -1.42276
37 H 0.83049 1.63878 0.27926
38 H 2.36748 2.61063 0.15200
39 H 1.46435 3.83487 -2.05487
40 H 0.76600 4.23078 -0.41784
41 H -1.19477 -0.88920 -0.00824
42 H -1.15494 -2.73694 0.21208
43 H -2.69618 -0.97834 -1.92987
44 H -2.35017 -2.76082 -2.36169
45 H -3.50158 -1.84859 0.45815
46 H -3.64089 -3.55652 -0.33060
47 H -5.50972 -1.01025 -0.60810
48 H -5.08022 -1.71018 -2.23868
49 H -5.82895 -4.08727 -0.78177
50 H -6.97959 -3.07284 -1.82216
51 H -7.46986 -3.56913 1.02321
52 H -6.62377 -1.92256 1.04905
53 H -9.42979 -2.07031 0.60438
54 H -8.91347 -2.47033 -1.09906
55 H -11.89470 1.92981 2.36323
56 C 9.57477 3.32360 2.20225
57 C 9.18525 1.89392 1.89438
58 C 10.26852 1.11700 1.20475
59 O 9.52829 0.16335 0.45156
60 C 8.32395 0.73614 0.18041
61 O 7.53708 0.31566 -0.62344
62 O 8.12805 1.85140 0.93727
63 H 8.76396 3.83296 2.72848
64 H 10.47262 3.36481 2.82289
65 H 9.75240 3.88729 1.28224
66 H 8.84321 1.38761 2.80383
67 H 10.93908 0.62146 1.90870
68 H 10.86295 1.72058 0.51151
69 C 8.61204 -3.83364 -3.33685
70 C 7.11423 -4.05001 -3.34463
71 C 6.38124 -3.17198 -2.37263
72 O 5.23427 -3.95428 -2.05843
73 C 5.60063 -5.25639 -2.21457
74 O 4.96570 -6.19019 -1.82059
75 O 6.78864 -5.35740 -2.87548
76 H 9.09195 -4.47425 -4.08079
77 H 8.86333 -2.79400 -3.55835
78 H 9.04116 -4.10444 -2.36825
79 H 6.71868 -3.94352 -4.36096
80 H 6.09175 -2.21552 -2.81104
81 H 6.93767 -2.98556 -1.44851
82 C -7.67984 3.39798 2.13519
83 C -8.27344 4.63945 2.76460
84 C -8.71517 5.66333 1.75957
85 O -8.57573 6.88122 2.48202
86 C -7.58674 6.67723 3.39585
87 O -7.04907 7.54610 4.01678
88 O -7.28666 5.35209 3.50826
89 H -7.40207 2.67527 2.90626
90 H -8.38359 2.91859 1.45214
91 H -6.76326 3.63786 1.58906
92 H -9.08665 4.36910 3.44782
93 H -9.74849 5.51608 1.44060
94 H -8.07257 5.70940 0.87462